(1)
C4H9FO | ωB97M-V/def2-TZVPD

Orbital gap, eV: 10.5
Largest force on an atom, Eh/bohr: 0.0967
Relative energy (zero: lowest compared OMol25 entry of this formula, charge and spin), kcal/mol: 146.2
Lowest unoccupied orbital energy, eV: 0.86
HOMO, eV: -9.666

Each line ends with the Mulliken charge.
Atoms and positions in Å:
1 C -1.601 0.881 -1.404  -0.547
2 C -0.167 0.575 0.425  -0.430
3 C 1.291 0.011 0.872  0.329
4 C 1.204 -1.423 0.568  -0.828
5 H -2.180 1.778 -0.583  0.226
6 H -2.201 -0.238 -1.456  0.215
7 H -1.598 1.296 -2.515  0.218
8 H -0.666 1.551 0.928  0.269
9 H -0.895 -0.586 0.662  0.022
10 H 2.080 0.641 0.289  0.335
11 H 1.860 -1.997 1.302  0.321
12 H 2.009 -1.386 -0.632  0.184
13 H -0.173 -1.825 0.405  0.234
14 O -0.281 0.540 -1.064  -0.224
15 F 1.316 0.182 2.204  -0.323


(2)
C4H9FO | ωB97M-V/def2-TZVPD

Orbital gap, eV: 11.2
SMILES string: C[C@@H](CO)CF
Largest force on an atom, Eh/bohr: 0.0965
Relative energy (zero: lowest compared OMol25 entry of this formula, charge and spin), kcal/mol: 32.6
Lowest unoccupied orbital energy, eV: 0.99
HOMO, eV: -10.252

Each line ends with the Mulliken charge.
Atoms and positions in Å:
1 C -0.208 -0.781 -1.558  -1.282
2 C -0.007 0.212 -0.240  0.004
3 C -1.107 -0.096 0.801  -0.559
4 O -1.440 1.015 1.523  -0.493
5 C 1.388 0.292 0.543  -0.354
6 F 2.414 0.265 -0.339  -0.309
7 H -0.812 -0.207 -2.201  0.361
8 H -0.440 -1.765 -1.185  0.384
9 H 0.771 -0.660 -2.012  0.362
10 H -0.293 1.275 -0.696  0.211
11 H -0.669 -0.976 1.375  0.280
12 H -1.936 -0.553 0.329  0.395
13 H -0.591 1.464 1.508  0.327
14 H 1.490 1.174 1.074  0.382
15 H 1.440 -0.659 1.077  0.290


(3)
C4H9FO2 | ωB97M-V/def2-TZVPD

Orbital gap (spin up / spin down), eV: 8.5 / 8.7
Largest force on an atom, Eh/bohr: 0.1167
Relative energy (zero: lowest compared OMol25 entry of this formula, charge and spin), kcal/mol: 86.0
Lowest unoccupied orbital energy (spin up / spin down), eV: -0.58 / -0.47
HOMO (spin up / spin down), eV: -9.053 / -9.183

Each line ends with the Mulliken charge.
Atoms and positions in Å:
1 C -1.001 1.624 -0.509  -1.113
2 C 0.766 -1.698 0.692  -1.200
3 C -0.845 0.354 0.250  0.399
4 C 0.378 -0.497 -0.159  0.470
5 O -1.984 -0.535 0.083  -0.516
6 O 2.177 0.963 0.321  -0.709
7 F 0.703 -0.525 -1.410  -0.184
8 H -1.283 2.424 0.229  0.301
9 H -0.014 1.940 -0.811  0.346
10 H -1.559 1.323 -1.445  0.254
11 H 0.706 -1.376 1.670  0.347
12 H 1.715 -1.956 0.271  0.369
13 H 0.098 -2.532 0.590  0.340
14 H -0.734 0.641 1.382  0.310
15 H -1.857 -0.907 -0.800  0.369
16 H 2.735 0.759 -0.352  0.217


| no. | total energy (eV) |
| --- | --- |
| 1 | -9052.3193 |
| 2 | -9057.2463 |
| 3 | -11102.2808 |